Version 1
A cluster of 2 separate species, C2H7N2O in total. Source: the OMol25 dataset; level of theory: ωB97M-V with the def2-TZVPD basis set.

Structure (ORCA input):
```
! RIJCOSX wB97M-V def2-TZVPD def2/J DEFGRID3
* xyz -1 1
C -2.436 -1.003 -0.303
O -1.260 -0.915 0.395
H -2.740 -2.060 -0.490
H -3.294 -0.529 0.229
H -2.385 -0.514 -1.304
N 2.793 1.042 0.284
C 1.498 0.481 0.311
N 0.714 0.488 -0.664
H 2.918 1.645 -0.517
H 3.082 1.480 1.145
H 1.265 -0.032 1.255
H -0.155 -0.084 -0.342
*
```

Results
* gap between HOMO and LUMO: 6.9 eV
* LUMO: 4.28 eV
* HOMO level: -0.0966 Ha

=====

Version 2
A cluster of 2 separate species, C2H7N2O in total. Source: the OMol25 dataset; level of theory: ωB97M-V with the def2-TZVPD basis set.

Structure (ORCA input):
```
! RIJCOSX wB97M-V def2-TZVPD def2/J DEFGRID3
* xyz -1 1
C -1.115 -1.553 -0.265
O -1.613 -0.601 0.670
H -0.300 -1.127 -0.840
H -0.988 -2.509 0.227
H -1.938 -1.669 -1.000
N 1.957 0.553 0.110
C 0.628 1.039 0.004
N 0.456 2.316 -0.136
H 1.963 -0.408 0.385
H 2.543 1.234 0.589
H -1.065 0.261 0.574
H -0.529 2.463 -0.317
*
```

Results
* gap between HOMO and LUMO: 6.3 eV
* LUMO: 4.37 eV
* HOMO level: -0.0691 Ha

=====

Quick one: most stable of them? version 1

=====

Version 1
A cluster of 2 separate species, C2H6NO3 in total. Source: the OMol25 dataset; level of theory: ωB97M-V with the def2-TZVPD basis set.

Structure (ORCA input):
```
! RIJCOSX wB97M-V def2-TZVPD def2/J DEFGRID3
* xyz -1 1
O -1.264 -0.383 -1.547
C -0.326 -0.144 -0.743
O 0.858 -0.561 -0.850
C -0.666 0.820 0.376
N -1.915 0.608 1.113
H -0.638 1.817 -0.103
H 0.249 0.783 0.985
H -2.543 0.149 0.450
H -1.731 -0.166 1.751
H 2.441 -0.531 1.894
H 2.066 -0.331 0.434
O 2.843 -0.340 1.055
*
```

Results
* gap between HOMO and LUMO: 8.6 eV
* LUMO: 4.10 eV
* HOMO level: -0.1647 Ha

=====

Version 2
A cluster of 2 separate species, C2H6NO3 in total. Source: the OMol25 dataset; level of theory: ωB97M-V with the def2-TZVPD basis set.

Structure (ORCA input):
```
! RIJCOSX wB97M-V def2-TZVPD def2/J DEFGRID3
* xyz -1 1
C 1.137 -0.961 1.758
N 0.590 0.329 1.378
C 0.339 0.455 -0.119
O -0.740 0.995 -0.448
O 1.437 0.222 -0.748
H 1.476 -0.791 2.839
H 2.197 -1.106 1.148
H 0.515 -1.859 1.668
H -0.222 0.590 1.818
H -1.848 0.005 -1.109
H -1.877 -0.598 -2.548
O -2.352 -0.657 -1.716
*
```

Results
* gap between HOMO and LUMO: 8.9 eV
* LUMO: 4.30 eV
* HOMO level: -0.1698 Ha

=====

Version 3
A cluster of 3 separate species, C2H6NO3 in total. Source: the OMol25 dataset; level of theory: ωB97M-V with the def2-TZVPD basis set.

Structure (ORCA input):
```
! RIJCOSX wB97M-V def2-TZVPD def2/J DEFGRID3
* xyz -1 1
O -1.441 -0.963 0.477
C -0.614 -1.202 -0.436
N 0.299 -0.398 -0.943
C 1.835 1.087 -1.945
O 2.851 1.493 -1.434
H -0.679 -2.134 -1.046
H 1.034 0.106 -0.437
H 0.820 1.561 -2.051
H 1.868 0.117 -2.553
H -1.961 0.712 3.896
H -1.641 -0.287 2.928
O -2.371 -0.092 3.544
*
```

Results
* gap between HOMO and LUMO: 7.2 eV
* LUMO: 3.86 eV
* HOMO level: -0.1209 Ha

=====

Quick one: most stable of them? version 1

=====

Version 1
A cluster of 3 separate species, C2H6NO3 in total. Source: the OMol25 dataset; level of theory: ωB97M-V with the def2-TZVPD basis set.

Structure (ORCA input):
```
! RIJCOSX wB97M-V def2-TZVPD def2/J DEFGRID3
* xyz -1 1
O 2.522 0.413 1.342
C 1.445 -0.202 1.426
N 0.361 -0.174 0.666
C -1.904 1.658 -0.595
O -1.276 2.424 -1.268
H 1.364 -0.852 2.313
H 0.346 0.730 0.199
H -2.747 1.919 0.081
H -1.682 0.579 -0.557
H 0.689 -2.910 -1.106
H 0.361 -1.475 -0.885
O 0.520 -2.112 -1.616
*
```

Results
* gap between HOMO and LUMO: 7.5 eV
* LUMO: 3.78 eV
* HOMO level: -0.1381 Ha

=====

Version 2
A cluster of 2 separate species, C2H6NO3 in total. Source: the OMol25 dataset; level of theory: ωB97M-V with the def2-TZVPD basis set.

Structure (ORCA input):
```
! RIJCOSX wB97M-V def2-TZVPD def2/J DEFGRID3
* xyz -1 1
O 0.312 -3.146 -0.318
C -0.503 -2.465 0.301
N -0.397 -1.146 0.522
C 0.588 -0.096 0.133
O 0.001 1.029 -0.224
H -1.274 -2.888 0.961
H -1.129 -0.727 1.083
H 1.289 -0.078 1.045
H 1.216 -0.564 -0.670
H 0.181 2.610 -0.800
H -0.031 3.965 -1.432
O -0.253 3.505 -0.602
*
```

Results
* gap between HOMO and LUMO: 7.4 eV
* LUMO: 4.06 eV
* HOMO level: -0.1245 Ha

=====

Quick one: most stable of them? version 2

=====

Version 1
An isolated molecule of C3H7N3S. Source: the OMol25 dataset; level of theory: ωB97M-V with the def2-TZVPD basis set.

Structure (ORCA input):
```
! RIJCOSX wB97M-V def2-TZVPD def2/J DEFGRID3
* xyz 0 1
C 1.702 0.922 -0.629
C 1.862 0.191 0.644
C -1.032 -1.259 -0.236
H 1.675 0.158 -1.413
H 0.786 1.556 -0.626
H 2.513 1.518 -0.818
H 2.605 0.720 1.299
H -1.651 -1.808 -0.936
H -3.443 -0.309 0.132
H -2.805 1.035 0.978
N 1.321 -0.906 1.080
N -1.412 -0.156 0.376
N -2.688 0.296 0.218
S 0.567 -1.958 -0.070
*
```

Results
* gap between HOMO and LUMO: 8.6 eV
* LUMO: 0.82 eV
* HOMO level: -0.2843 Ha

=====

Version 2
An isolated molecule of C3H7N3S. Source: the OMol25 dataset; level of theory: ωB97M-V with the def2-TZVPD basis set.

Structure (ORCA input):
```
! RIJCOSX wB97M-V def2-TZVPD def2/J DEFGRID3
* xyz 0 1
C 2.502 -0.760 -0.602
C 0.703 0.536 0.255
C -0.553 -0.331 0.091
H 2.861 -1.394 0.237
H 1.782 -1.280 -1.224
H 3.534 -0.622 -1.126
H 0.639 2.743 0.401
H -0.757 1.966 0.034
H -1.580 -1.834 1.146
H 0.219 -1.473 1.853
N 1.892 0.419 -0.110
N 0.100 1.907 0.557
N -0.495 -1.458 0.906
S -2.068 -0.053 -0.578
*
```

Results
* gap between HOMO and LUMO: 8.6 eV
* LUMO: -0.29 eV
* HOMO level: -0.3262 Ha

=====

Quick one: most stable of them? version 2

=====

Version 1
An isolated molecule of C3H7N3S. Source: the OMol25 dataset; level of theory: ωB97M-V with the def2-TZVPD basis set.

Structure (ORCA input):
```
! RIJCOSX wB97M-V def2-TZVPD def2/J DEFGRID3
* xyz 0 1
C 0.942 0.706 -1.012
C 1.407 -1.460 -0.142
C -2.247 0.124 0.386
N -0.356 0.719 -0.665
N -0.862 -0.131 0.051
N 1.744 -0.322 -0.365
S 3.514 0.331 -0.016
H 1.013 0.726 -2.195
H 1.411 1.675 -0.708
H 2.159 -1.948 0.475
H -2.416 0.962 1.120
H -2.735 -0.789 0.761
H -2.624 0.455 -0.615
H 4.012 -0.974 0.282
*
```

Results
* gap between HOMO and LUMO: 7.9 eV
* LUMO: 0.31 eV
* HOMO level: -0.2791 Ha

=====

Version 2
An isolated molecule of C3H7N3S. Source: the OMol25 dataset; level of theory: ωB97M-V with the def2-TZVPD basis set.

Structure (ORCA input):
```
! RIJCOSX wB97M-V def2-TZVPD def2/J DEFGRID3
* xyz 0 1
C -0.383 2.074 0.090
C -1.862 0.218 -0.227
C 0.606 -0.425 -0.049
H 0.604 2.319 -0.421
H -0.292 2.129 1.200
H -1.417 2.441 -0.497
H -2.367 0.885 -1.205
H -2.183 -1.298 1.162
H 0.975 -2.536 0.032
H -0.660 -2.109 -0.481
N -0.433 0.493 0.043
N -2.695 -0.760 0.182
N 0.296 -1.766 -0.091
S 2.187 0.074 0.024
*
```

Results
* gap between HOMO and LUMO: 9.0 eV
* LUMO: 0.47 eV
* HOMO level: -0.3118 Ha

=====

Version 3
A cluster of 2 separate species, C3H7N3S in total. Source: the OMol25 dataset; level of theory: ωB97M-V with the def2-TZVPD basis set.

Structure (ORCA input):
```
! RIJCOSX wB97M-V def2-TZVPD def2/J DEFGRID3
* xyz 0 1
C -1.932 -0.124 -0.446
C 0.190 1.014 -0.117
C 2.324 0.657 0.414
H -2.031 -1.060 -1.232
H -2.559 -0.350 0.412
H -2.198 0.912 -0.665
H 0.849 -1.263 0.382
H -1.240 -2.052 0.360
H -0.098 1.710 -1.031
H 3.362 1.090 0.848
N -0.566 -0.044 0.065
N -0.202 -1.123 1.010
N 1.317 1.401 0.367
S 2.786 -0.770 -0.368
*
```

Results
* gap between HOMO and LUMO: 7.9 eV
* LUMO: -0.27 eV
* HOMO level: -0.3001 Ha

=====

Quick one: most stable of them? version 2

=====

Version 1
An isolated molecule of C3H7N3S. Source: the OMol25 dataset; level of theory: ωB97M-V with the def2-TZVPD basis set.

Structure (ORCA input):
```
! RIJCOSX wB97M-V def2-TZVPD def2/J DEFGRID3
* xyz 0 1
C -0.584 -0.847 0.335
C 2.832 -0.053 -0.067
C -2.114 1.129 0.491
N 0.548 -0.248 0.196
N 1.642 -0.264 0.777
N -1.745 -0.242 0.401
S 1.789 -0.417 2.431
H 2.567 -0.429 -1.025
H 2.959 1.017 0.050
H 3.616 -0.601 0.430
H -2.433 1.243 1.520
H -1.300 1.650 0.200
H -3.073 1.255 -0.091
H -2.516 -0.762 0.335
*
```

Results
* gap between HOMO and LUMO (spin up / spin down): 7.5 / 7.5 eV
* LUMO (spin up / spin down): 0.03 / 0.03 eV
* HOMO level (spin up / spin down): -0.2751 / -0.2752 Ha

=====

Version 2
An isolated molecule of C3H7N3S. Source: the OMol25 dataset; level of theory: ωB97M-V with the def2-TZVPD basis set.

Structure (ORCA input):
```
! RIJCOSX wB97M-V def2-TZVPD def2/J DEFGRID3
* xyz 0 1
C 0.738 -1.223 -0.033
C -0.855 -1.190 0.310
C -0.641 1.706 0.064
H 1.211 -2.146 -0.699
H 1.447 -1.248 0.874
H -0.768 -0.614 1.196
H -1.120 -2.289 0.881
H -0.648 2.738 0.352
H 1.287 1.906 -0.051
H 1.764 0.233 -1.360
N -1.790 1.290 -0.087
N 0.635 1.180 -0.028
N 0.937 0.035 -0.891
S -2.196 -0.377 -0.528
*
```

Results
* gap between HOMO and LUMO: 8.7 eV
* LUMO: 0.77 eV
* HOMO level: -0.2912 Ha

=====

Version 3
An isolated molecule of C3H7N3S. Source: the OMol25 dataset; level of theory: ωB97M-V with the def2-TZVPD basis set.

Structure (ORCA input):
```
! RIJCOSX wB97M-V def2-TZVPD def2/J DEFGRID3
* xyz 0 1
C -2.522 1.301 0.017
C -1.840 -0.032 -0.011
C 0.442 -0.972 0.057
H -2.270 1.788 1.012
H -3.649 1.187 -0.051
H -2.148 1.930 -0.789
H -3.452 -1.062 -0.318
H -0.084 1.060 0.130
H -0.028 -1.999 0.225
H 3.645 0.127 0.411
N -2.416 -1.156 -0.061
N -0.463 0.097 0.089
N 1.755 -0.954 -0.003
S 2.461 0.580 -0.073
*
```

Results
* gap between HOMO and LUMO: 9.1 eV
* LUMO: 0.66 eV
* HOMO level: -0.3113 Ha

=====

Quick one: most stable of them? version 3